P:
This record from the Open Molecules 2025 dataset describes a gas-phase ion, C2H6NS2 (charge +1). The level of theory is the ωB97M-V functional and the def2-TZVPD basis.

Computed properties:
Lowest unoccupied orbital energy in eV: -4.41
Net charge: +1
Frontier orbital gap in eV: 8.96
Multiplicity: 1
SMILES string: [NH3+]CC1SS1

Last columns: bonded neighbours and bond lengths (Å).
Cartesian coordinates (Å):
1 S -2.608 0.897 0.468  S2 2.062, C5 1.859
2 S -2.557 -1.057 -0.187  S1 2.062, C5 1.746
3 N -0.025 -0.679 0.698  C4 1.458, H7 1.146, H9 0.985, H10 1.083
4 C -0.126 0.272 -0.402  N3 1.458, C5 1.513, H8 1.143, H11 1.099
5 C -1.555 0.189 -0.890  S1 1.859, S2 1.746, C4 1.513, H6 1.028
6 H -1.807 0.387 -1.867  C5 1.028
7 H -1.046 -0.549 1.202  N3 1.146
8 H 0.156 1.285 0.048  C4 1.143
9 H -0.021 -1.599 0.345  N3 0.985
10 H 0.795 -0.571 1.397  N3 1.083
11 H 0.616 -0.067 -1.138  C4 1.099

Here are the Mulliken charges for atoms 1 to 5, given in e: atom 1 (S): -0.031, atom 2 (S): -0.134, atom 3 (N): -0.373, atom 4 (C): -0.401, atom 5 (C): -0.294

***

Q:
This record from the Open Molecules 2025 dataset describes a gas-phase ion, C2H6NS2 (charge +1). The level of theory is the ωB97M-V functional and the def2-TZVPD basis.

Computed properties:
Lowest unoccupied orbital energy (alpha / beta) in eV: -4.93 / -4.80
Net charge: +1
Frontier orbital gap (alpha / beta) in eV: 7.46 / 7.97
Multiplicity: 1

Last columns: bonded neighbours and bond lengths (Å).
Cartesian coordinates (Å):
1 S -2.361 -0.543 -0.154  C4 1.676, H9 1.413
2 S 2.438 -0.578 0.093  C5 1.720, H11 1.468
3 N -0.033 0.708 -0.291  C4 1.380, C5 1.525, H6 1.118, H7 1.113
4 C -0.902 -0.026 0.490  S1 1.676, N3 1.380, H10 1.145
5 C 1.000 -0.290 -0.806  S2 1.720, N3 1.525, H8 1.101
6 H -0.484 1.360 -1.080  N3 1.118
7 H 0.523 1.334 0.441  N3 1.113
8 H 0.449 -1.080 -1.339  C5 1.101
9 H -2.687 -1.595 0.731  S1 1.413
10 H -0.570 -0.150 1.579  C4 1.145
11 H 2.627 0.858 0.335  S2 1.468

Here are the Mulliken charges for atoms 1 to 5, given in e: atom 1 (S): -0.154, atom 2 (S): -0.072, atom 3 (N): -0.282, atom 4 (C): -0.160, atom 5 (C): -0.210

***

Winner for stability: P

***

P:
This record from the Open Molecules 2025 dataset describes 2 unconnected molecules or ions with the total composition C3H7N2. The level of theory is the ωB97M-V functional and the def2-TZVPD basis.

Computed properties:
Lowest unoccupied orbital energy in eV: -4.78
Net charge: +1
Frontier orbital gap in eV: 9.43
Multiplicity: 1

Last columns: bonded neighbours and bond lengths (Å).
Cartesian coordinates (Å):
1 N -0.075 1.863 -1.323  C3 1.230, H10 1.035
2 N -0.193 -1.435 -0.188  C5 1.467, H8 1.042, H11 1.062, H12 0.984
3 C -0.079 1.041 -0.407  N1 1.230, C4 1.487, C5 1.442
4 C -0.380 0.801 1.029  C3 1.487, C5 1.497, H7 1.037, H9 1.082
5 C 0.420 -0.163 0.209  N2 1.467, C3 1.442, C4 1.497
6 H 1.963 -0.645 0.400  no bonds
7 H 0.015 1.426 1.757  C4 1.037
8 H -0.001 -2.174 0.521  N2 1.042
9 H -1.346 0.584 1.467  C4 1.082
10 H 0.591 1.653 -2.086  N1 1.035
11 H 0.261 -1.539 -1.143  N2 1.062
12 H -1.175 -1.414 -0.236  N2 0.984

Here are the Mulliken charges for atoms 1 to 5, given in e: atom 1 (N): -0.514, atom 2 (N): -0.242, atom 3 (C): 0.543, atom 4 (C): -0.688, atom 5 (C): -0.350

***

Q:
This record from the Open Molecules 2025 dataset describes 2 unconnected molecules or ions with the total composition C3H7N2. The level of theory is the ωB97M-V functional and the def2-TZVPD basis.

Computed properties:
Lowest unoccupied orbital energy in eV: -4.72
Net charge: +1
Frontier orbital gap in eV: 11.85
Multiplicity: 1

Last columns: bonded neighbours and bond lengths (Å).
Cartesian coordinates (Å):
1 N -0.283 -3.225 0.747  C5 1.141, H6 0.971
2 N -0.107 0.274 -0.402  C3 1.282, C4 1.413, H8 1.164
3 C -1.225 0.798 -0.747  N2 1.282, H9 1.058, H10 1.047
4 C 0.767 0.901 0.513  N2 1.413, H7 1.013, H11 1.102, H12 1.009
5 C -0.002 -2.430 -0.020  N1 1.141
6 H -0.488 -3.933 1.379  N1 0.971
7 H 0.216 1.529 1.085  C4 1.013
8 H 0.046 -0.878 -0.331  N2 1.164
9 H -1.494 1.785 -0.476  C3 1.058
10 H -1.899 0.362 -1.421  C3 1.047
11 H 1.357 0.242 1.170  C4 1.102
12 H 1.401 1.409 -0.086  C4 1.009

Here are the Mulliken charges for atoms 1 to 5, given in e: atom 1 (N): 0.011, atom 2 (N): -0.069, atom 3 (C): -0.131, atom 4 (C): -0.935, atom 5 (C): -0.246

***

Winner for stability: Q